No. 1
ORCA calculation (wB97M-V/def2-TZVPD) on C2H6OPd as an isolated structure at a distorted geometry.

Frontier orbital gap (alpha / beta): 6.473 / 8.655 eV
Maximum force: 0.2947 Eh/bohr
⟨S²⟩: 2.008
2S+1: 3

Geometry (Å):
H (-1.550221, 1.950532, 1.125947)
C (0.344310, -1.278930, -0.469513)
O (-0.472424, -0.194251, -0.117048)
C (0.156909, 1.042902, 0.325035)
H (-0.312675, -2.014500, -0.951281)
H (1.142549, -0.986765, -1.171265)
H (0.814519, -1.666566, 0.448981)
H (0.979209, 1.320430, -0.356785)
H (0.571697, 0.847144, 1.329220)
Pd (-1.673874, 0.980004, -0.163293)

Forces on atoms 1 to 3 (eV/Å):
H -0.9 -0.1 -0.3
C 0.3 -1.0 -0.3
O 9.2 -7.4 0.4

No. 2
ORCA calculation (wB97M-V/def2-TZVPD) on an isolated ion of composition C8H10NS and charge +1 at a distorted geometry.

Total charge: +1
Frontier orbital gap: 9.806 eV
SMILES: C#C[N@@H+](C)Cc1ccsc1
Maximum force: 0.0637 Eh/bohr

Geometry (Å):
C (1.524710, -2.802666, -0.350649)
C (1.302336, -1.678972, 0.012545)
N (1.168840, -0.287122, 0.240177)
C (2.475678, 0.315813, 0.604793)
C (0.335243, 0.574025, -0.732717)
C (-1.190359, 0.361976, -0.415152)
C (-1.878293, 1.536546, -0.106843)
C (-3.109141, 1.346402, 0.369386)
S (-3.558542, -0.324736, 0.151293)
C (-1.956707, -0.757367, -0.262035)
H (1.642218, -3.872137, -0.386349)
H (0.589272, -0.299486, 1.057180)
H (2.898767, 0.671035, -0.249613)
H (2.396080, 1.053815, 1.346509)
H (3.090466, -0.354166, 1.049831)
H (0.450020, 0.398078, -1.776783)
H (0.598276, 1.585322, -0.537696)
H (-1.156676, 2.333108, -0.118785)
H (-3.908725, 2.001134, 0.507092)
H (-1.713467, -1.800602, -0.402183)

Forces on atoms 1 to 3 (eV/Å):
C -0.3 0.3 1.0
C 0.3 -0.2 -1.6
N -0.1 -0.7 -0.2

No. 3
ORCA calculation (wB97M-V/def2-TZVPD) on a 8-piece molecular cluster, C30H48F2N2O22S4 overall at a distorted geometry.

Frontier orbital gap: 9.569 eV
SMILES: O=[N+]([O-])c1ccccc1.O=[N+]([O-])c1ccccc1.O=C1OC[C@@H](F)O1.O=C1OC[C@@H](F)O1.CCOS(C)(=O)=O.CCOS(C)(=O)=O.CCOS(C)(=O)=O.CCOS(C)(=O)=O
Maximum force: 0.1283 Eh/bohr

Geometry (Å):
O (-0.281255, 2.741396, -5.365138)
N (-1.133346, 3.537064, -5.741514)
O (-2.022269, 3.282317, -6.571176)
C (-1.118503, 4.930158, -5.200711)
C (-2.081221, 5.868018, -5.526372)
C (-1.927700, 7.166828, -5.013649)
C (-0.909147, 7.521745, -4.127610)
C (-0.020824, 6.476337, -3.740647)
C (-0.123943, 5.233138, -4.267412)
H (-2.962596, 5.639249, -6.107095)
H (-2.688377, 7.867362, -5.325140)
H (-0.918286, 8.516744, -3.707733)
H (0.590828, 6.469645, -2.850572)
H (0.492382, 4.456624, -3.838935)
O (4.033491, 0.491478, -1.058821)
N (4.919222, 1.213742, -0.546798)
O (5.779301, 1.793576, -1.221902)
C (4.900373, 1.416923, 0.944988)
C (3.742102, 1.138506, 1.627062)
C (3.652305, 1.584079, 2.930417)
C (4.677405, 2.174049, 3.573253)
C (5.896231, 2.335689, 2.918454)
C (5.981592, 2.072130, 1.527275)
H (2.843167, 0.724476, 1.194752)
H (2.735021, 1.583474, 3.500480)
H (4.635536, 2.556020, 4.582575)
H (6.716749, 2.828430, 3.418799)
H (6.869163, 2.371052, 0.989454)
O (-0.206599, -4.116260, 1.813326)
C (-1.159140, -4.886615, 1.504762)
O (-2.396275, -4.486127, 1.209154)
C (-3.239115, -5.638103, 1.448730)
C (-2.315405, -6.736953, 1.096302)
F (-2.337918, -6.996774, -0.224818)
O (-1.102309, -6.167460, 1.480497)
H (-3.384470, -5.719507, 2.525918)
H (-4.189146, -5.659307, 0.914798)
H (-2.485602, -7.709991, 1.557094)
O (7.587960, -1.932709, -1.891555)
C (6.408191, -2.121574, -1.559942)
O (5.298191, -1.964237, -2.379457)
C (4.195366, -2.560767, -1.668275)
C (4.639484, -2.821522, -0.207215)
F (4.657441, -4.106898, 0.029012)
O (6.005301, -2.352596, -0.305091)
H (3.392062, -1.844565, -1.841061)
H (3.866406, -3.518850, -2.070741)
H (4.041252, -2.249440, 0.501965)
C (0.575040, 2.071197, -1.830706)
C (0.529560, 1.205548, -0.662985)
O (0.857341, -0.131429, -1.066846)
S (0.669909, -1.214977, 0.125000)
C (-1.222807, -1.283014, 0.015859)
O (1.384507, -2.442292, -0.274890)
O (1.041081, -0.663449, 1.380522)
H (0.908793, 3.047316, -1.478699)
H (-0.379045, 2.173434, -2.347764)
H (1.309204, 1.667606, -2.528009)
H (1.171644, 1.699874, 0.066025)
H (-0.502402, 1.271619, -0.318348)
H (-1.734872, -0.434455, 0.469560)
H (-1.557264, -2.136254, 0.605943)
H (-1.380907, -1.497120, -1.041150)
C (-4.042620, -3.966510, 6.478351)
C (-4.670501, -3.077100, 5.432778)
O (-4.898910, -3.874445, 4.293946)
S (-5.849182, -3.127719, 3.145556)
C (-4.746281, -1.815433, 2.465992)
O (-6.092364, -4.115273, 2.106385)
O (-6.939692, -2.455668, 3.847779)
H (-4.587409, -4.847482, 6.817748)
H (-3.807740, -3.400147, 7.379551)
H (-3.119383, -4.351830, 6.045616)
H (-5.622192, -2.709576, 5.816580)
H (-4.115007, -2.150306, 5.289312)
H (-3.827390, -2.399592, 2.416121)
H (-4.741135, -0.998758, 3.187874)
H (-5.196158, -1.458151, 1.539672)
C (2.628181, 0.768050, -5.298445)
C (2.630591, -0.786840, -5.306380)
O (1.318982, -1.146087, -5.726370)
S (0.717229, -2.660392, -5.385629)
C (0.594889, -2.527898, -3.624498)
O (-0.686592, -2.702068, -5.870733)
O (1.739283, -3.701700, -5.639942)
H (1.918743, 1.098670, -4.539835)
H (2.373663, 1.151030, -6.286701)
H (3.620129, 1.135733, -5.035875)
H (3.367330, -1.185480, -6.003797)
H (2.962796, -1.076619, -4.309496)
H (1.536499, -2.608515, -3.081380)
H (0.103246, -3.466820, -3.369911)
H (-0.013613, -1.638579, -3.460373)
C (-3.471816, 2.790953, 5.155769)
C (-3.689000, 3.162336, 3.707752)
O (-2.525776, 3.826885, 3.254228)
S (-1.283756, 3.050567, 2.324526)
C (-0.522886, 1.981340, 3.676051)
O (-1.999368, 2.123365, 1.372031)
O (-0.372795, 4.090666, 1.904931)
H (-4.414093, 2.672144, 5.690647)
H (-2.774492, 3.460609, 5.659157)
H (-3.015470, 1.806615, 5.260278)
H (-3.931937, 2.270146, 3.130637)
H (-4.573130, 3.796498, 3.642442)
H (0.351823, 1.497548, 3.241393)
H (-1.314809, 1.320091, 4.027748)
H (-0.240751, 2.512149, 4.585309)

Forces on atoms 1 to 3 (eV/Å):
O -0.8 0.8 -0.2
N -1.1 -0.3 -1.0
O 1.3 0.3 1.3

Copy entry 1 word for word.
ORCA calculation (wB97M-V/def2-TZVPD) on C2H6OPd as an isolated structure at a distorted geometry.

Frontier orbital gap (alpha / beta): 6.473 / 8.655 eV
Maximum force: 0.2947 Eh/bohr
⟨S²⟩: 2.008
2S+1: 3

Geometry (Å):
H (-1.550221, 1.950532, 1.125947)
C (0.344310, -1.278930, -0.469513)
O (-0.472424, -0.194251, -0.117048)
C (0.156909, 1.042902, 0.325035)
H (-0.312675, -2.014500, -0.951281)
H (1.142549, -0.986765, -1.171265)
H (0.814519, -1.666566, 0.448981)
H (0.979209, 1.320430, -0.356785)
H (0.571697, 0.847144, 1.329220)
Pd (-1.673874, 0.980004, -0.163293)

Forces on atoms 1 to 3 (eV/Å):
H -0.9 -0.1 -0.3
C 0.3 -1.0 -0.3
O 9.2 -7.4 0.4

Look up the maximum force of the third one.
0.1283 Eh/bohr

Look up the maximum force of the third one.
0.1283 Eh/bohr

Which value of maximum force does entry 3 give?
0.1283 Eh/bohr